(1)
A cluster of 3 separate species, C6H14NO in total in a non-equilibrium geometry, computed with the ωB97M-V functional and the def2-TZVPD basis.

Cartesian coordinates (Å):
1 C 0.059722 1.747828 0.358494
2 C 0.150169 2.269095 -1.092732
3 C -0.111397 0.766411 -0.747762
4 C 1.124835 -0.106253 -0.808434
5 C -1.708788 -1.039264 -1.178990
6 C -1.504057 0.286820 -0.892915
7 N 0.154276 -2.701708 1.218130
8 H -0.727528 2.317580 0.836058
9 H 0.898782 1.792591 1.129017
10 H 1.082149 2.130589 -1.660913
11 H -0.301820 3.258963 -1.152525
12 H 1.203386 -0.751796 0.089201
13 H 2.003541 0.573055 -0.853338
14 H -0.753472 -1.585699 -1.069677
15 H -2.715487 -1.453467 -1.241697
16 H -2.262080 1.097294 -0.681738
17 H -0.548153 -3.201521 1.745344
18 H 0.467291 -1.824834 1.697596
19 H 0.950460 -3.334427 1.229617
20 H 1.059992 -0.663071 -1.735795
21 H 1.741164 -0.225152 2.812252
22 O 1.119918 -0.324416 2.070136

Cartesian forces (eV/Å) of the 2 atoms listed first:
C 0.2537 2.5086 -1.2405
C 2.7294 1.4172 2.0544

E_tot   -9970.260 eV
Highest occupied orbital energy   -13.244 eV
Net charge   +1
Energy above the lowest of the compared OMol25 structures with the same formula, charge and spin   963.35 kJ/mol
M   116.18 g/mol

(2)
A cluster of 2 separate species, C6H14NO in total in a non-equilibrium geometry, computed with the ωB97M-V functional and the def2-TZVPD basis.

Cartesian coordinates (Å):
1 O 1.343864 0.302688 0.336801
2 C 0.924982 0.755419 -0.755534
3 C -0.375280 0.517836 -1.248228
4 C -1.197033 -0.514158 -0.483247
5 C -2.427849 -1.022837 -1.244542
6 C -1.520843 0.054717 0.837718
7 C -2.214287 -0.925727 1.895605
8 N 4.833221 0.958902 0.226797
9 H 1.490075 1.525464 -1.309624
10 H -0.873921 1.129374 -1.971849
11 H -0.400695 -1.379061 -0.534668
12 H -2.929407 -1.862250 -0.721145
13 H -2.157827 -1.277444 -2.299598
14 H -3.199415 -0.275607 -1.399437
15 H -2.076909 0.995196 0.766273
16 H -0.643397 0.350279 1.396715
17 H -1.655209 -1.877299 2.035750
18 H -3.266714 -1.157849 1.582148
19 H -2.362222 -0.444235 2.862591
20 H 3.892263 0.565723 -0.048038
21 H 4.855657 1.102694 1.304095
22 H 5.606130 0.279699 0.044169

Cartesian forces (eV/Å) of the 2 atoms listed first:
O -1.3141 0.8145 -3.2527
C 4.2129 1.1783 2.5725

E_tot   -9975.046 eV
Highest occupied orbital energy   -12.545 eV
Net charge   +1
Energy above the lowest of the compared OMol25 structures with the same formula, charge and spin   501.61 kJ/mol
M   116.18 g/mol